Below is 16 unconnected molecules or ions with the total composition H32O16 in a non-equilibrium geometry, with properties calculated with ωB97M-V/def2-TZVPD.

Output
**LUMO level**: -1.122 eV

Each line ends with the Mulliken charge.
CARTESIAN COORDINATES (ANGSTROEM)
O 3.0794 0.0560 1.2003  -0.5402
O -2.5896 1.0560 1.2523  -0.6513
O 1.4344 -2.3230 2.5613  -0.7883
O 1.8634 1.4050 -1.3987  -0.7116
O -2.2016 -1.1270 3.3873  -0.5966
O -1.9516 -0.4880 -2.2967  -0.8246
O -2.6876 -1.4410 0.2863  -0.6134
O -1.2966 2.0430 -1.0627  -0.6435
O -0.6826 -3.0250 0.9163  -0.8404
O 0.8214 3.9510 -1.1447  -0.6695
O -0.0986 -2.5360 -2.7257  -0.5750
O 0.0324 -0.2750 2.0593  -0.7223
O 0.1014 -0.4990 -0.5527  0.9523
O 0.7444 2.2360 1.4843  -0.4923
O 1.9814 -2.1490 -0.5447  -0.7215
O 0.3904 0.2370 -4.0167  -0.6021
H 0.2134 -2.3980 -3.6137  0.2611
H 1.2094 3.0830 -1.0347  0.4463
H -2.3406 -1.3500 -2.0297  0.2980
H 3.5324 0.8820 1.4463  0.2931
H 0.4744 0.3410 -0.7657  0.2254
H 1.3414 2.5080 2.1923  0.2640
H -0.3526 -2.9190 0.0593  0.3624
H 0.2984 0.6580 2.2133  0.2010
H -1.1406 -0.3520 -1.7807  0.3604
H -0.1146 -0.4070 0.4203  -0.1568
H -1.4286 1.8300 -0.1307  0.1645
H 1.2874 -1.4740 -0.6467  0.1168
H 0.6114 -2.4470 2.0673  0.4844
H 2.0754 -2.4280 1.8603  0.3392
H -1.3296 -2.3040 0.8693  0.4044
H 0.7374 -0.8130 2.3983  0.4159
H -2.1426 1.3330 2.0193  0.2121
H 0.5134 3.0490 1.0613  0.1941
H -0.7776 -1.8370 -2.7397  0.3189
H 1.0994 4.4330 -0.3707  0.3466
H 2.2844 0.4330 0.8623  0.1714
H 1.0574 -0.4040 -3.8277  0.3163
H -2.8026 -0.4560 3.6432  0.2794
H 2.8124 1.2840 -1.2157  0.2394
H -1.4196 -0.7360 2.9893  0.3693
H -3.3046 1.6960 1.0683  0.2401
H 0.7954 0.9910 -3.6487  0.2319
H 1.9324 1.8560 -2.2357  0.2339
H -3.5576 -1.7270 0.1543  0.2406
H 2.8674 -1.7290 -0.4417  0.2695
H -0.7236 2.8420 -0.9607  0.5323
H -2.6476 -0.5600 0.7153  0.3647

---

Below is 13 unconnected molecules or ions with the total composition C52H104O13 in a non-equilibrium geometry, with properties calculated with ωB97M-V/def2-TZVPD.

Output
**LUMO level**: 0.521 eV

Each line ends with the Mulliken charge.
CARTESIAN COORDINATES (ANGSTROEM)
O -2.4845 2.1781 4.5799  -0.7119
O 4.2498 -0.6417 -0.2486  -0.3840
O 3.1091 3.2118 -0.6712  -0.5128
O 2.2599 0.6141 -4.7023  -0.5343
O -1.5820 5.1146 -0.2358  -0.5065
O -3.6556 0.8309 1.9572  -0.3223
O -4.9907 -1.5863 -2.9568  -0.6217
O 0.5491 -1.1229 -0.5810  -0.1831
O 0.4447 -0.1842 4.0747  -0.2635
O -0.2665 4.0065 -3.4962  -0.5508
O 2.3669 -2.5449 4.4288  -0.4632
O -2.2332 -1.8435 0.1922  0.2998
O 0.2583 -4.5161 -2.4253  -0.5169
C 2.8739 -0.8933 0.0916  0.5806
C 2.3137 0.3450 -3.3636  1.6022
C 0.5199 -0.8346 0.7995  0.9647
C 3.4628 0.2752 -5.2976  -0.8935
C -1.3665 -3.4682 1.6455  -0.0975
C 2.1156 1.5670 0.5759  0.6310
C -3.9888 -1.8261 -1.9850  -0.0988
C -3.0745 -1.9397 -4.0750  -0.3102
C 4.9183 -1.8080 -0.5659  -1.1391
C -1.1809 1.8696 5.1484  -0.8398
C 1.0471 -3.3256 -2.1755  -0.6186
C -0.1176 4.2056 -2.1390  -0.1186
C 0.5846 -2.3111 -3.2345  1.9230
C 1.5851 -0.0114 3.2800  0.5833
C -2.8443 -1.2374 -2.7297  0.4574
C 2.0977 -3.7083 2.4042  -0.3326
C -0.1683 2.4214 4.1110  0.1492
C -1.5348 -4.0581 0.2915  -1.6971
C -2.4308 2.3373 3.2010  0.7366
C -0.2063 -4.4615 -3.7596  -0.4286
C 0.7103 3.0799 -4.0802  -0.5602
C -5.3916 1.5253 0.6216  -0.7055
C 2.5364 3.8846 0.5098  -0.8662
C 1.3354 2.4032 -2.8312  -0.0085
C 0.4503 2.8814 -1.7097  1.4750
C -1.0055 2.8721 2.9654  1.0612
C -3.8732 4.7801 -0.0080  -0.7520
C 4.4687 -0.1039 -4.1619  -1.1814
C 2.0355 2.8320 1.4513  0.2755
C 3.1316 -3.0642 3.2954  -0.5784
C -4.4330 0.6778 -0.1673  0.0344
C 2.2688 0.1244 5.5580  -1.5052
C -2.7351 5.7067 0.3638  -0.8417
C -1.5796 -2.8331 -0.6307  -0.8213
C -4.5251 -1.8102 -4.3094  -0.6184
C 3.1993 1.8319 -0.4985  -0.0313
C -2.2150 -2.1994 1.5992  -1.0947
C 2.5163 -2.0935 -0.6965  0.0026
C 3.4981 -0.5919 -3.1102  0.4744
C 1.1350 -3.1777 4.4834  -0.5085
C 0.0286 -0.1539 -1.3916  -1.4667
C -3.1685 3.4440 -0.3273  0.0271
C 0.9044 -0.4731 5.4338  -0.3523
C 3.7873 -2.7879 -1.0610  -1.0225
C -0.9900 0.6211 -0.4570  0.9041
C -4.6528 1.8402 1.9553  -0.9916
C -1.6982 3.6801 -0.0156  1.6960
C -0.6241 0.2407 0.9290  1.5460
C -3.8409 -0.1464 0.9361  0.3052
C 0.7772 -3.3923 3.0434  1.1205
C 0.4378 -3.2172 -4.3796  -1.2049
C 2.5814 0.6498 4.1600  -1.1053
H -6.3491 1.0248 0.7657  0.2885
H -4.8031 -1.1190 -5.1051  0.3572
H -2.7689 -2.9841 -4.0128  -0.3565
H 3.6171 0.5210 3.8457  0.6352
H 3.6271 -2.3105 2.6836  0.1932
H -1.2872 -4.3349 -3.8202  0.0499
H -0.9979 0.7956 5.1823  0.1965
H -0.8162 2.5035 1.9572  -1.1516
H 0.9912 3.0589 -0.7802  -0.1017
H 5.0518 0.7523 -3.8226  0.3571
H -1.7061 -4.1083 2.4598  1.1238
H 2.4351 0.7912 1.2716  0.1347
H 2.7928 2.8433 2.2352  0.4515
H -1.1607 3.9508 2.9426  0.5658
H 1.1356 3.0395 2.0301  -0.5822
H -1.7787 -1.4421 2.2506  -0.0124
H 0.4766 1.5998 3.7992  -0.8800
H -4.4806 4.7808 0.8971  0.3006
H 2.3967 2.6498 -2.8593  1.2741
H 4.2401 1.6395 -0.2378  0.4116
H 1.1847 1.2779 0.0880  1.2673
H -4.5043 -0.9421 1.2751  0.3889
H 2.7914 -1.0635 1.1651  -0.4996
H 0.4758 -2.4372 2.6132  0.7245
H -0.3596 -0.6859 -2.2601  0.3787
H -0.1422 -2.8819 -5.2394  0.3855
H -2.4323 -4.6587 0.1434  0.3249
H -0.0745 -5.3953 -4.3063  0.4465
H -1.0213 4.4401 -1.5765  0.4477
H -4.3334 -1.3521 -1.0659  -0.0412
H 1.4607 -0.3768 1.1051  -1.2345
H 3.7862 -3.7418 -0.5334  0.6348
H 0.3313 3.2767 4.5661  0.7099
H -5.3443 1.6832 2.7831  0.4793
H -2.5421 1.3445 2.7649  -0.3729
H -3.4340 3.0881 -1.3227  0.8053
H 2.9222 1.2387 -1.3700  -0.1271
H -0.2808 -1.7891 -2.8262  0.4841
H 0.5095 5.0962 -2.0982  0.3098
H 2.2850 -3.5091 1.3490  -0.7203
H 1.3545 0.0256 -2.9562  1.5481
H 0.0317 -4.1873 3.0605  0.9766
H 3.8643 1.0202 -5.9846  0.5066
H -4.9102 -0.0315 -0.8436  0.7184
H 5.6314 -1.5280 -1.3413  0.3260
H -0.2935 1.0880 1.5297  -0.2680
H 2.3724 -4.7332 2.6536  0.5616
H 1.4264 3.6535 -4.6687  0.2528
H 2.1527 -0.1565 -0.2620  -0.7883
H 1.6464 -2.6321 -0.3204  0.5171
H -2.4968 -1.4441 -4.8552  0.4919
H -3.2333 -2.3481 1.9582  1.2829
H -0.9826 1.6978 -0.6266  -1.9880
H 0.3684 -1.7464 1.3772  -1.7436
H -2.1176 -3.1678 -1.5176  0.2120
H 0.2244 -0.1314 6.2142  1.1163
H 1.2297 -4.0621 5.1135  0.4368
H 1.1529 1.3295 -2.7877  -1.6712
H 3.4156 -0.6257 -5.9094  0.3318
H 3.1041 -1.6063 -3.1725  0.5663
H -2.9870 -0.7369 0.6041  -0.3416
H 3.3156 4.4633 1.0060  0.3135
H 2.2125 -1.6864 -1.6609  0.1131
H 0.8634 0.4780 -1.6947  -1.4688
H 1.2948 -1.5478 -3.5526  -0.6853
H 3.9523 -0.5532 -2.1201  -0.1256
H 0.5200 -2.4888 5.0624  -0.0257
H -2.6093 5.7776 1.4442  0.3486
H 2.1245 -3.4883 -2.2038  1.2204
H -3.9025 -2.8984 -1.8094  0.2077
H 1.3997 -3.4759 -4.8222  0.3724
H 4.0260 -2.9047 -2.1181  0.3883
H -0.7535 -4.7299 -0.0640  0.6261
H 3.8987 -3.7772 3.5974  0.4758
H 0.1742 2.3011 -4.6225  0.2999
H -0.3003 -3.2841 1.7775  -1.5517
H 5.2304 -0.8302 -4.4453  0.4605
H -1.4001 3.4463 1.0065  -0.6816
H 2.4034 1.7247 4.1918  0.3891
H -1.4584 -0.2361 1.4437  -0.6165
H -1.9203 -1.4078 -2.1772  -0.0162
H -4.8765 -2.7958 -4.6145  0.3213
H 5.6270 -2.1150 0.2032  0.3711
H 2.5099 1.3379 -2.9590  -0.5345
H -1.9360 0.1112 -0.6390  -0.1893
H -0.9613 2.2618 6.1414  0.3853
H -4.3998 5.1662 -0.8808  0.4215
H -0.3716 2.1974 -1.4982  -1.1646
H -1.0627 3.0710 -0.6584  -0.4936
H -2.9474 -0.1623 -2.8772  0.3373
H -2.8661 6.7438 0.0550  0.3941
H 3.0385 -0.5822 5.8688  0.3871
H -3.5072 1.1441 -0.5041  -0.3945
H -5.5420 2.4967 0.1506  0.3023
H 1.4238 0.6671 2.4423  0.2800
H -0.6026 -2.5663 -1.0337  0.6399
H -3.5497 2.7065 0.3790  -0.9079
H 1.8877 -0.9693 2.8569  -0.3261
H 1.7310 4.5611 0.2239  0.3045
H 0.9552 -2.8609 -1.1938  -0.4353
H -4.1909 2.8257 1.8968  0.5082
H 0.9043 -1.5583 5.5361  -0.3006
H -3.2873 2.8702 2.7879  0.0702
H 2.4035 0.9415 6.2667  0.3990

---

Below is 2 unconnected molecules or ions with the total composition C2H6N3O in a non-equilibrium geometry, with properties calculated with ωB97M-V/def2-TZVPD.

Output
**Total charge**: +1
**LUMO level (spin up / spin down)**: -3.931 / -5.972 eV
**Spin multiplicity**: 3
**⟨S²⟩**: 2.020

Each line ends with the Mulliken spin population.
CARTESIAN COORDINATES (ANGSTROEM)
O 1.3793 -1.7233 0.2706  0.0315
N -1.7746 -0.1688 0.1401  0.1407
N 1.7584 0.5480 0.2017  0.0100
N -0.7343 0.3062 0.2055  1.1127
C -2.9351 -0.6018 -0.0110  0.5792
C 1.3597 -0.7943 -0.4047  -0.0078
H 2.0140 0.4700 1.1603  -0.0003
H -3.6995 -0.0876 -0.7401  0.0697
H -3.1564 -1.5013 0.5310  0.0580
H 2.5761 0.9319 -0.1720  0.0017
H 1.0188 -0.5839 -1.5123  -0.0008
H 1.0003 1.2482 0.2019  0.0052

---

Below is a molecular structure, C4H9NO in a non-equilibrium geometry, with properties calculated with ωB97M-V/def2-TZVPD.

Output
**LUMO level**: -0.278 eV

Each line ends with the Mulliken charge.
CARTESIAN COORDINATES (ANGSTROEM)
O 1.9930 0.0178 -1.5012  -0.5249
N -0.1774 0.9154 -0.7006  -0.4034
C 1.9053 -0.0333 1.0280  -1.0409
C 1.3285 0.2309 -0.4724  0.4755
C -1.9596 -0.6634 -0.7952  -0.9374
C -1.1585 0.3621 0.1222  -0.1670
H 1.7070 -1.0558 1.5560  0.2827
H 1.7009 0.8436 1.6995  0.3627
H -2.7238 -0.0232 -1.2372  0.2756
H -0.8915 -0.2716 1.0224  0.2086
H 0.9612 1.3114 -0.2812  0.1973
H 2.9659 -0.1117 0.6961  0.3575
H -2.0467 1.0791 0.4755  0.3182
H -2.3422 -1.5146 -0.1376  0.2884
H -1.2621 -1.0867 -1.4743  0.3072

---

Below is a molecular structure, CH6O4 in a non-equilibrium geometry, with properties calculated with ωB97M-V/def2-TZVPD.

Output
**LUMO level**: 0.338 eV

Each line ends with the Mulliken charge.
CARTESIAN COORDINATES (ANGSTROEM)
O -1.0657 0.3139 1.1336  -0.6983
O 1.1064 2.1526 -0.7959  -0.7008
O 0.9122 -0.7049 -0.7849  -0.5997
O -0.8715 -1.7813 0.6637  -0.5749
C -1.5920 -0.9072 1.1787  0.2286
H 2.0435 2.1971 -0.5095  0.3347
H -2.7047 -1.0395 1.3715  0.3226
H 0.4741 0.1939 -0.9152  0.4084
H 0.6526 2.1110 0.0684  0.3701
H 0.9164 -1.3463 -1.5651  0.3851
H 0.1287 -1.1895 0.1546  0.5243

---

Below is a single C9H13N3 molecule in a non-equilibrium geometry, with properties calculated with ωB97M-V/def2-TZVPD.

Output
**LUMO level**: 0.545 eV
**SMILES string**: [H]/N=C/[C@H](c1ccccc1)N(C)N

Each line ends with the Mulliken charge.
CARTESIAN COORDINATES (ANGSTROEM)
N 1.8169 0.8857 -0.3138  0.0219
N 1.0980 2.0530 -0.1857  -0.7463
N 1.9947 -2.5320 -0.3694  -0.6348
C -2.5380 0.4732 -1.1996  -0.6863
C -0.6264 -0.4002 0.0640  0.6377
C -1.5033 -0.5674 1.1723  -0.6717
C 0.7987 -0.5211 0.1969  0.1894
C 2.8827 0.8873 0.6645  -1.0309
C -1.1559 0.2884 -1.0690  -0.6430
C -2.8909 -0.4765 1.0141  -0.4920
C 1.2868 -1.5609 -0.7376  -0.0699
C -3.4104 0.0457 -0.1746  -0.3204
H 3.2280 -0.1045 0.7778  0.4269
H 0.8057 -1.3407 -1.7017  0.2930
H 2.2583 -3.1101 -1.1428  0.2569
H -2.8766 0.8538 -2.1765  0.3325
H 0.1641 1.8580 -0.5577  0.4786
H -3.5362 -0.7826 1.8416  0.3856
H -0.4351 0.4474 -1.8538  0.4904
H 2.5788 1.3381 1.7590  0.2708
H 1.0141 2.3248 0.7427  0.2286
H 1.0337 -0.7373 1.2498  0.3262
H -1.0951 -1.0667 2.1013  0.2412
H -4.4841 0.1613 -0.3701  0.3395
H 3.5916 1.5833 0.2682  0.3760